a:
Below is 2 unconnected molecules or ions with the total composition C7H13N, with properties calculated with ωB97M-V with the def2-TZVPD basis set.

```
! RIJCOSX wB97M-V def2-TZVPD def2/J DEFGRID3
* xyz 0 1
N -0.99921 -1.50244 -2.35127
C 1.59935 0.87796 2.17093
C 1.57312 0.03565 -0.25666
C -1.35959 0.68284 0.94629
C 0.37434 -0.71812 -0.54634
C 0.20886 -1.60809 -1.55185
C -0.79182 -0.68459 0.44815
C 2.01651 0.80270 0.79434
H -1.59463 -1.31916 0.07332
H 0.90262 1.66761 2.39921
H 2.26554 0.53803 2.95894
H 3.05849 1.14704 0.64926
H -1.28914 0.60826 2.02464
H -0.63026 1.43755 0.64911
H 2.37019 -0.23747 -0.95837
H -1.49133 -2.39058 -2.43358
H -0.38296 -1.22209 1.32454
H -2.39041 0.86282 0.63779
H -1.31766 0.83569 -2.13182
H -1.27254 1.30246 -1.55508
H -0.84949 -1.11607 -3.29154
*
```

orbital gap	5.007	eV
molecular weight	111.188	g/mol

Calculated atomic charges, method natural (NBO), unit e: N -0.907; C -0.456; C -0.252; C -0.609; C -0.129; C 0.267; C -0.429; C -0.184; H 0.216; H 0.203; H 0.196; H 0.204; H 0.219; H 0.212; H 0.216; H 0.386; H 0.230; H 0.215; H 0.002; H -0.007; H 0.406

b:
Below is a single C7H13N molecule, with properties calculated with ωB97M-V with the def2-TZVPD basis set.

```
! RIJCOSX wB97M-V def2-TZVPD def2/J DEFGRID3
* xyz 0 1
N 0.42615 -1.33653 1.96514
C 0.86220 -0.76958 -0.68886
C 1.29150 0.49141 -2.78928
C -0.22005 -0.22594 -0.12736
C -0.76998 0.83979 2.07710
C -1.21259 0.61467 -0.87261
C 1.32783 -0.61543 -2.05659
C -0.56831 -0.48902 1.32400
H -1.16548 0.39918 -1.93735
H -1.01252 1.67686 -0.73259
H 1.67757 0.51299 -3.79495
H -2.22138 0.41278 -0.51525
H 0.90878 1.42176 -2.40789
H 1.45180 -1.44984 -0.08927
H 1.29336 -0.82053 2.07865
H -0.97826 0.64175 3.12812
H -1.60000 1.40742 1.66772
H -1.51547 -1.04688 1.34529
H 1.78439 -1.50587 -2.47485
H 0.13396 1.44391 2.01077
H 0.10650 -1.60292 2.89007
*
```

orbital gap	9.516	eV
molecular weight	111.188	g/mol
structure (SMILES)	C=C/C=C(\C)[C@H](C)N

Calculated atomic charges, method natural (NBO), unit e: N -0.831; C -0.254; C -0.390; C 0.044; C -0.618; C -0.660; C -0.208; C -0.077; H 0.233; H 0.217; H 0.197; H 0.210; H 0.189; H 0.223; H 0.352; H 0.207; H 0.209; H 0.192; H 0.201; H 0.204; H 0.360

Stability ranking, top and bottom: b is the most stable and a is the least stable.

a:
Below is a single C7H13N molecule, with properties calculated with ωB97M-V with the def2-TZVPD basis set.

```
! RIJCOSX wB97M-V def2-TZVPD def2/J DEFGRID3
* xyz 0 1
N -1.03420 -1.71957 -0.42219
C 1.63644 0.33088 0.39454
C -0.28137 -0.09854 1.79171
C -0.36281 -0.49952 -0.69824
C 0.12631 0.33755 0.38102
C -0.17109 -0.33477 -2.03223
C -0.37715 1.76398 0.12908
C -2.04895 -2.11599 -1.06658
H 2.06831 0.51196 -0.62275
H -1.54836 1.74038 -0.04523
H -0.38370 -1.01729 -2.91628
H -0.04669 2.14866 -0.79224
H 1.95796 0.99595 1.17401
H 0.08675 2.20965 0.96964
H -1.27493 0.38137 1.99607
H 2.01113 -0.69558 0.49336
H -0.50724 -1.23538 1.83425
H 0.04017 0.62488 -2.41309
H -2.32662 -3.13210 -0.79730
H -2.60113 -1.55621 -1.87066
H 0.38489 0.04234 2.62707
*
```

orbital gap	9.431	eV
molecular weight	111.188	g/mol
structure (SMILES)	C=NC(=C)C(C)(C)C

Calculated atomic charges, method natural (NBO), unit e: N -0.428; C -0.585; C -0.618; C 0.182; C -0.151; C -0.468; C -0.579; C -0.037; H 0.215; H 0.213; H 0.212; H 0.208; H 0.207; H 0.213; H 0.209; H 0.220; H 0.243; H 0.187; H 0.178; H 0.159; H 0.220

b:
Below is a single C7H13N molecule, with properties calculated with ωB97M-V with the def2-TZVPD basis set.

```
! RIJCOSX wB97M-V def2-TZVPD def2/J DEFGRID3
* xyz 0 1
N 0.24896 -0.06037 1.22682
C 0.20586 0.85710 0.13646
C 1.64506 1.06949 -0.21759
C 0.47957 -1.19115 0.40455
C -0.94235 -1.30779 -0.33761
C -1.27582 1.43849 0.03168
C -2.07585 -0.11200 -0.08948
C 1.78272 -0.54940 -0.42974
H -2.84796 -0.14209 -0.78270
H 0.92857 -2.09056 1.09791
H -1.62837 2.05029 -0.87974
H 0.08357 0.23324 -0.63230
H 2.21088 1.56899 0.62156
H -1.33120 -2.19651 0.20645
H 1.08116 0.13328 1.93244
H -2.80693 -0.34091 0.82888
H -0.74180 -1.67918 -1.37866
H -1.52075 2.14543 0.81706
H 2.83292 -0.80363 -0.01864
H 1.78959 1.74183 -1.04836
H 1.88218 -0.76453 -1.48897
*
```

orbital gap	9.839	eV
molecular weight	111.188	g/mol
structure (SMILES)	C1C[C@H]2CC[C@H](C1)N2

Calculated atomic charges, method natural (NBO), unit e: N -0.640; C -0.090; C -0.401; C -0.030; C -0.465; C -0.388; C -0.382; C -0.450; H 0.202; H 0.203; H 0.204; H 0.199; H 0.186; H 0.228; H 0.358; H 0.213; H 0.213; H 0.209; H 0.209; H 0.216; H 0.206

Stability ranking, top and bottom: a is the most stable and b is the least stable.